[1]
A cluster of 2 separate species, H3IO3P in total in a non-equilibrium geometry. Source: the Open Molecules 2025 dataset; level of theory: ωB97M-V/def2-TZVPD.

ORCA input file:
```
! RIJCOSX wB97M-V def2-TZVPD def2/J DEFGRID3
* xyz 1 3
O 0.37107 1.62081 -0.69301
O 1.17062 -0.14769 0.81783
O -0.06515 -1.90001 -0.94425
P -0.03454 0.37834 0.16060
I -1.68299 0.83973 1.73827
H -0.33129 2.28286 -0.87213
H 1.56741 -0.97840 0.47781
H -0.99513 -2.09564 -0.68513
*
```

Its HOMO energy (alpha / beta) is -13.737 / -15.285 eV. The expectation value of S² is 2.0092. The HOMO-LUMO gap (alpha / beta) comes out at 0.3579 / 0.2782 Eh. For the LUMO energy (alpha / beta), the calculation gives -3.997 / -7.717 eV. The calculation puts the maximum force at 5.0 eV/A. For the energy above the lowest of the compared OMol25 structures with the same formula, charge and spin, the calculation gives 56.6 kcal per mole.


[2]
A cluster of 12 separate species, C41H81F13N25O14P in total in a non-equilibrium geometry. Source: the Open Molecules 2025 dataset; level of theory: ωB97M-V/def2-TZVPD.

ORCA input file:
```
! RIJCOSX wB97M-V def2-TZVPD def2/J DEFGRID3
* xyz 0 1
C 9.05191 3.26352 -3.06048
C 8.38931 2.03010 -2.24770
C 7.54025 1.03143 -3.21598
C 6.73647 -0.06752 -2.32078
C 5.69972 -0.95054 -3.16931
C 4.28594 -0.25124 -3.47052
C 3.76245 0.73918 -2.30966
C 2.18402 0.95776 -2.29698
C 1.64676 2.33436 -2.89528
C 0.13264 2.60864 -2.87078
C -0.44110 4.00196 -3.46947
C -0.94110 3.78580 -4.98897
O -2.24573 3.14027 -5.08687
C -0.92119 1.58118 -2.27550
N -2.29291 2.00029 -2.27985
C -3.12791 1.00021 -1.69888
C -4.69985 1.39328 -1.60501
C -4.79730 2.71989 -0.71020
C -6.32518 3.19608 -0.43137
F -6.20309 4.21328 0.59704
F -7.05295 2.13104 0.16719
C -7.03370 3.87008 -1.70650
F -6.16262 3.82769 -2.85478
F -7.16032 5.27374 -1.39934
C -8.42452 3.21606 -2.14895
F -8.33448 1.79500 -2.35679
F -9.32306 3.39892 -1.03436
C -9.04264 3.80655 -3.52188
F -8.52696 5.06775 -3.89796
F -8.62347 2.88837 -4.55274
C -10.64624 3.82204 -3.57794
F -11.25425 2.66108 -3.00543
F -10.99085 3.76260 -4.97634
C -11.31369 5.20342 -3.04562
F -12.69302 5.03306 -2.70267
F -10.56782 5.84247 -2.03710
F -11.33612 6.08160 -4.18172
C -2.62256 -0.37456 -1.18048
C -3.68003 -1.43837 -0.56447
C -4.41889 -2.30318 -1.68566
O -4.20137 -3.56196 -1.69651
N -5.37386 -1.78490 -2.68943
C -6.70960 -2.45283 -2.59022
C -4.74689 -1.94143 -4.04191
N -1.26142 -0.80153 -1.17950
C -0.42007 0.22723 -1.72236
C 1.14327 -0.07171 -1.74735
P 1.71102 -1.77549 -1.06670
C 1.71749 -2.91502 -2.61588
O 3.27946 -1.66466 -0.37000
H 9.81560 3.81264 -2.38351
H 8.22041 3.98992 -3.35154
H 9.65629 2.88613 -3.95856
H 7.75610 2.43232 -1.37576
H 9.27560 1.46966 -1.75312
H 6.86607 1.59773 -3.94346
H 8.34965 0.42027 -3.77703
H 6.30996 0.41703 -1.37918
H 7.55867 -0.79893 -1.95298
H 6.19924 -1.13211 -4.20063
H 5.62258 -1.98577 -2.68282
H 3.51052 -1.10002 -3.56339
H 4.30171 0.24976 -4.51124
H 4.23646 1.77276 -2.54384
H 4.17317 0.47153 -1.26098
H 2.38813 3.08045 -3.33091
H -1.36385 4.29564 -2.85855
H 0.35492 4.82677 -3.50202
H -1.05603 4.84959 -5.45699
H -0.21528 3.19072 -5.64126
H -2.29414 2.70628 -5.97542
H -5.35606 0.53340 -1.25043
H -5.00782 1.59599 -2.70370
H -4.39603 2.43454 0.33922
H -4.13168 3.56254 -1.09205
H -4.46582 -0.89566 0.06738
H -3.13920 -2.18237 0.13066
H -7.55215 -1.66292 -2.59269
H -6.94427 -3.17667 -3.44162
H -6.84353 -3.05035 -1.61130
H -5.35130 -2.59173 -4.77032
H -3.69595 -2.42392 -3.98672
H -4.61006 -0.88224 -4.48719
H 1.27033 -2.31419 -3.49583
H 2.75166 -3.33296 -2.86104
H 0.94281 -3.74761 -2.40256
H 3.55395 -2.51447 0.03830
C -0.28786 7.87866 -6.45703
O -0.05836 6.69069 -6.27435
N 0.46392 8.64860 -7.28256
N -1.31015 8.52723 -5.85161
H 0.29357 9.62487 -7.44674
H 1.23471 8.20130 -7.75325
H -1.89163 7.98855 -5.22993
H -1.51406 9.50080 -5.98822
C 3.07266 -1.61313 3.67623
O 2.94996 -2.83469 3.67672
N 2.94428 -0.86564 4.79562
N 3.34753 -0.90889 2.55254
H 3.04128 0.14142 4.81769
H 2.73990 -1.35448 5.65176
H 3.45031 -1.43144 1.69600
H 3.45171 0.08913 2.52969
C -0.14208 -4.77793 0.43283
O 0.55656 -4.94422 -0.55701
N 0.23006 -5.19368 1.66760
N -1.34792 -4.16407 0.38107
H -0.32780 -5.06672 2.49210
H 1.12172 -5.65461 1.74744
H -1.66065 -3.83990 -0.52078
H -1.93530 -4.01857 1.18150
C 4.07431 -5.62491 6.49834
O 3.33174 -5.25334 7.40372
N 5.14788 -6.42145 6.71299
N 3.88200 -5.26896 5.20744
H 5.76519 -6.73547 5.98669
H 5.32645 -6.70874 7.66159
H 3.09205 -4.67370 5.00558
H 4.47607 -5.56040 4.45322
C -7.67799 9.14541 0.44931
O -6.91430 10.01427 0.05829
N -8.78219 9.42018 1.18782
N -7.48929 7.83021 0.17961
H -9.42199 8.72115 1.51876
H -8.95718 10.38682 1.40919
H -6.67950 7.58564 -0.36679
H -8.10465 7.10098 0.49149
C 1.60873 1.52852 6.87730
O 2.30411 1.35886 5.88576
N 1.98095 1.10956 8.11032
N 0.40631 2.14979 6.82789
H 1.42522 1.23862 8.93620
H 2.87023 0.64255 8.18779
H 0.09479 2.47580 5.92718
H -0.17945 2.29879 7.62920
C 1.41938 -7.17061 10.70769
O 0.74466 -7.65715 11.60486
N 0.90808 -6.85891 9.49384
N 2.73984 -6.90012 10.84905
H 1.44774 -6.45860 8.74502
H -0.07039 -7.04396 9.34684
H 3.16022 -7.11737 11.73800
H 3.30994 -6.50048 10.12348
C 3.39662 9.25584 -5.07241
O 3.05642 10.37678 -5.42344
N 4.51703 9.02662 -4.34301
N 2.68367 8.14622 -5.38196
H 4.81363 8.11517 -4.04515
H 5.07390 9.82766 -4.09309
H 1.84144 8.27790 -5.92512
H 2.94471 7.21750 -5.10430
C 5.95973 -9.65550 8.35578
O 6.72379 -8.78017 7.96327
N 4.86309 -9.38897 9.09794
N 6.14849 -10.96927 8.07930
H 4.22037 -10.09801 9.43121
H 4.68716 -8.42455 9.32538
H 6.95556 -11.21117 7.52796
H 5.53389 -11.69972 8.39222
C 1.92419 -11.68366 9.64273
O 3.08096 -11.29783 9.76075
N 1.17270 -12.06626 10.69955
N 1.29952 -11.75956 8.44432
H 0.22391 -12.38490 10.62478
H 1.60349 -12.02284 11.60917
H 1.82790 -11.48214 7.63257
H 0.35322 -12.07243 8.32600
C 2.89424 -0.16287 -7.24469
O 3.42780 -0.77263 -6.33089
N 1.90606 0.74286 -7.03910
N 3.24304 -0.33798 -8.54349
H 1.45439 1.25460 -7.77512
H 1.61866 0.90085 -6.08558
H 3.97408 -1.00330 -8.73645
H 2.81691 0.15304 -9.30821
*
```

As for the SMILES: CCCCCCCc1cc(CCO)c2nc(CCC(F)(F)C(F)(F)C(F)(F)C(F)(F)C(F)(F)C(F)(F)F)c(CC(=O)N(C)C)nc2c1P(C)O.NC(N)=O.NC(N)=O.NC(N)=O.NC(N)=O.NC(N)=O.NC(N)=O.NC(N)=O.NC(N)=O.NC(N)=O.NC(N)=O.NC(N)=O. Its HOMO energy is -7.199 eV. The HOMO-LUMO gap comes out at 0.2333 Eh. For the LUMO energy, the calculation gives -0.851 eV. The calculation puts the maximum force at 5.7 eV/A.


[3]
The molecule C3H6N2O. Source: the Open Molecules 2025 dataset; level of theory: ωB97M-V/def2-TZVPD.

ORCA input file:
```
! RIJCOSX wB97M-V def2-TZVPD def2/J DEFGRID3
* xyz 0 1
N -1.89873 0.60914 0.28817
C -0.70367 0.98395 -0.28358
O -0.61651 1.91567 -1.05704
N 0.39969 0.27036 0.18561
C 1.53676 -0.26947 -0.49313
C 0.68359 -1.12709 0.39307
H -1.89825 -0.06624 1.03965
H -2.58034 1.35556 0.35642
H 1.47329 -0.47759 -1.56065
H 2.51513 0.08399 -0.16908
H 0.08529 -1.89487 -0.10285
H 1.00375 -1.38340 1.40340
*
```

As for the SMILES: NC(=O)N1CC1. Its HOMO energy is -9.724 eV. The HOMO-LUMO gap comes out at 0.3912 Eh. For the LUMO energy, the calculation gives 0.920 eV. The calculation puts the maximum force at 0.4 eV/A. For the energy above the lowest of the compared OMol25 structures with the same formula, charge and spin, the calculation gives 31.0 kcal per mole.